Entry one
DFT (ωB97M-V/def2-TZVPD) results for C10H14O3 as an isolated structure.

```
! RIJCOSX wB97M-V def2-TZVPD def2/J DEFGRID3
* xyz 0 1
C 1.33 -1.54 1.33
C 2.54 -0.54 0.84
C 2.45 0.85 -0.19
C 1.41 0.93 -1.27
C 0.04 0.78 -0.72
C -0.81 1.85 -0.15
C -2.15 1.69 0.31
C -2.84 0.36 0.38
C -2.01 -0.53 -0.40
C -0.65 -0.44 -0.84
H 0.82 -1.59 0.25
H 0.52 -1.25 2.16
H 1.99 -2.61 1.57
H 3.40 -1.49 0.31
H 3.10 -0.03 1.76
H 3.54 0.86 -0.70
H 2.31 1.61 0.65
H 2.07 0.23 -1.99
H 1.45 1.82 -1.82
H -0.28 2.81 -0.02
H -2.57 2.43 0.91
H -4.25 0.41 1.46
H -3.65 -1.41 -0.38
H -0.64 -2.24 -1.53
O -4.21 0.07 0.25
O -2.72 -1.65 -0.47
O -0.18 -1.39 -1.73
*
```

The LUMO energy is -0.0074 Ha. The HOMO-LUMO gap is 7.9690 eV.

Löwdin population analysis, charges in e, atoms 1 to 5: number 1, C, carries -0.1675; number 2, C, carries -0.2369; number 3, C, carries -0.2238; number 4, C, carries -0.2081; number 5, C, carries -0.1531

---

Entry two
DFT (ωB97M-V/def2-TZVPD) results for an isolated molecule of C10H14O3.

```
! RIJCOSX wB97M-V def2-TZVPD def2/J DEFGRID3
* xyz 0 1
C -1.82 -2.22 -0.67
C -2.17 -0.82 -0.29
C -3.49 -0.39 -0.21
C -3.79 0.92 0.15
C -2.77 1.80 0.44
C -1.45 1.39 0.37
C -1.14 0.09 0.01
O 0.12 -0.42 -0.10
C 1.21 0.41 0.25
C 2.48 -0.43 0.14
O 2.57 -1.25 1.28
C 3.72 0.49 0.04
O 3.65 1.20 -1.17
H -1.25 -2.22 -1.60
H -1.20 -2.67 0.09
H -2.72 -2.82 -0.81
H -4.28 -1.08 -0.43
H -4.82 1.24 0.21
H -2.99 2.82 0.73
H -0.67 2.10 0.60
H 1.29 1.26 -0.43
H 1.11 0.76 1.29
H 2.41 -1.03 -0.78
H 3.24 -1.93 1.14
H 4.62 -0.14 0.07
H 3.73 1.16 0.91
H 4.41 1.78 -1.24
*
```

The LUMO energy is 0.0253 Ha. Its SMILES is Cc1ccccc1OC[C@H](O)CO. The HOMO-LUMO gap is 8.9194 eV.

Löwdin population analysis, charges in e, atoms 1 to 5: number 1, C, carries -0.0354; number 2, C, carries -0.2058; number 3, C, carries -0.0513; number 4, C, carries -0.1016; number 5, C, carries -0.0945

---

In terms of stability, entry two leads; the second structure lies 7.301 eV higher.

---

Entry one
DFT (ωB97M-V/def2-TZVPD) results for an isolated molecule of C4H7O2P.

```
! RIJCOSX wB97M-V def2-TZVPD def2/J DEFGRID3
* xyz 0 1
C -0.16 -0.58 -0.18
C -0.97 0.28 0.10
C 0.23 -1.94 -0.62
C -1.67 1.50 0.13
O 1.40 1.67 1.20
O 2.37 -0.68 1.28
P 1.75 0.43 0.52
H -0.73 -2.53 -0.41
H 1.03 -2.15 0.08
H 0.66 -1.87 -1.59
H -1.05 2.34 0.01
H -2.37 1.55 1.12
H -2.35 1.58 -0.73
H 1.86 0.41 -0.89
*
```

The LUMO energy is -0.0013 Ha. The HOMO-LUMO gap is 10.4249 eV.

Löwdin population analysis, charges in e, atoms 1 to 5: number 1, C, carries -0.2459; number 2, C, carries -0.0819; number 3, C, carries -0.0677; number 4, C, carries -0.0808; number 5, O, carries -0.3297

---

Entry two
DFT (ωB97M-V/def2-TZVPD) results for C4H7O2P as an isolated structure.

```
! RIJCOSX wB97M-V def2-TZVPD def2/J DEFGRID3
* xyz 0 1
C 2.63 0.75 -0.09
C -1.36 0.60 -0.17
C 3.51 -0.40 0.11
C -3.23 -0.71 -0.04
O -1.98 1.63 -0.28
O -1.80 -0.62 -0.24
P 0.98 0.84 -0.12
H 3.29 -1.13 -0.67
H 3.44 -0.83 1.20
H 4.50 -0.15 0.17
H -3.46 -1.71 -0.01
H -3.62 -0.35 -0.91
H -3.66 -0.17 0.74
H 0.78 2.27 0.32
*
```

The LUMO energy (alpha / beta) is -0.0166 / -0.0127 Ha. The HOMO-LUMO gap (alpha / beta) is 7.2794 / 7.6646 eV.

Löwdin population analysis, charges in e, atoms 1 to 5: number 1, C, carries -0.4409; number 2, C, carries -0.5711; number 3, C, carries -0.2602; number 4, C, carries -0.0130; number 5, O, carries 0.0532

---

In terms of stability, entry one leads; the second structure lies 3.972 eV higher.

---

Entry one
DFT (ωB97M-V/def2-TZVPD) results for a 2-piece molecular cluster, C9H14O overall.

```
! RIJCOSX wB97M-V def2-TZVPD def2/J DEFGRID3
* xyz -1 2
C 2.48 -1.91 -0.02
C 1.24 -2.20 -0.96
O 3.63 -1.59 -0.76
H 2.23 -1.15 0.63
H 2.83 -2.66 0.68
H 0.74 -1.42 -1.51
H 3.25 -1.39 -1.68
H 0.42 -2.85 -0.54
H 1.60 -2.84 -1.71
C -2.06 -0.23 -1.57
C -1.68 1.18 2.07
C -2.23 0.48 0.91
C -0.62 1.98 1.72
C -1.66 0.60 -0.37
C 0.08 1.97 0.51
C -0.44 1.29 -0.58
H -2.08 1.19 3.00
H -3.16 -0.07 1.15
H -0.27 2.67 2.47
H 0.99 2.47 0.35
H -1.24 -0.18 -2.14
H -2.91 0.13 -1.97
H 0.14 1.19 -1.51
H -2.31 -1.40 -1.37
*
```

The LUMO energy (alpha / beta) is 0.1295 / 0.1269 Ha. The HOMO-LUMO gap (alpha / beta) is 2.5750 / 7.0247 eV.

Löwdin population analysis, charges in e, atoms 1 to 5: number 1, C, carries -0.2951; number 2, C, carries -0.0625; number 3, O, carries -0.1137; number 4, H, carries 0.0667; number 5, H, carries 0.1015

---

Entry two
DFT (ωB97M-V/def2-TZVPD) results for a 2-piece molecular cluster, C9H14O overall.

```
! RIJCOSX wB97M-V def2-TZVPD def2/J DEFGRID3
* xyz -1 2
C -1.37 -2.10 -1.95
C -2.09 -1.91 -0.61
H -1.37 -1.18 -2.54
H -0.30 -2.27 -1.84
H -1.89 -2.87 -2.51
H -1.68 -1.03 -0.11
H -1.79 -2.76 0.00
H -3.17 -1.85 -0.68
C -0.39 0.27 2.66
C 0.60 2.10 -0.58
C 0.08 1.88 0.72
C 1.86 1.46 -0.82
C 0.35 0.73 1.43
C 2.16 0.30 -0.18
C 1.44 -0.09 0.99
O 2.64 1.90 -1.89
H 0.26 2.89 -1.24
H -0.69 2.49 1.21
H 2.40 2.82 -2.04
H 2.95 -0.39 -0.46
H -1.16 -0.47 2.46
H -0.86 1.19 3.02
H 1.78 -0.93 1.55
H 0.26 -0.17 3.43
*
```

The LUMO energy (alpha / beta) is 0.1440 / 0.1403 Ha. The HOMO-LUMO gap (alpha / beta) is 3.2790 / 6.9571 eV.

Löwdin population analysis, charges in e, atoms 1 to 5: number 1, C, carries -0.1827; number 2, C, carries -0.1725; number 3, H, carries 0.0559; number 4, H, carries 0.0578; number 5, H, carries 0.0485

---

In terms of stability, entry two leads; the second structure lies 1.654 eV higher.

---

Entry one
DFT (ωB97M-V/def2-TZVPD) results for an isolated molecule of CH3O4P.

```
! RIJCOSX wB97M-V def2-TZVPD def2/J DEFGRID3
* xyz 0 1
C 0.24 -0.27 -0.70
O 1.15 0.85 -0.49
O -2.72 -0.16 1.63
O 2.08 0.40 0.45
O -0.98 -0.15 0.00
P -1.63 -1.03 1.20
H 0.92 -0.94 -0.30
H 0.78 1.59 0.01
H 0.15 -0.28 -1.79
*
```

The LUMO energy is -0.0237 Ha. The HOMO-LUMO gap is 8.6129 eV.

Löwdin population analysis, charges in e, atoms 1 to 5: number 1, C, carries -0.1820; number 2, O, carries -0.1065; number 3, O, carries -0.4177; number 4, O, carries -0.2372; number 5, O, carries -0.3238

---

Entry two
DFT (ωB97M-V/def2-TZVPD) results for an isolated molecule of CH3O4P.

```
! RIJCOSX wB97M-V def2-TZVPD def2/J DEFGRID3
* xyz 0 1
O -2.88 -0.05 -1.55
C -2.15 -0.61 -0.83
O -0.83 0.05 -0.54
P 0.45 -0.52 0.39
O 1.40 -1.19 -0.66
O 1.21 0.88 0.34
H -2.42 -1.56 -0.27
H 1.59 -0.33 -1.21
H 0.96 1.78 0.76
*
```

The LUMO energy is 0.0226 Ha. Its SMILES is O=COP(O)O. The HOMO-LUMO gap is 10.4272 eV.

Löwdin population analysis, charges in e, atoms 1 to 5: number 1, O, carries 0.1055; number 2, C, carries -0.2939; number 3, O, carries -0.3059; number 4, P, carries 0.6393; number 5, O, carries -0.2587

---

In terms of stability, entry two leads; the second structure lies 5.558 eV higher.

---

Entry one
DFT (ωB97M-V/def2-TZVPD) results for a 3-piece molecular cluster, C7H12N4 overall.

```
! RIJCOSX wB97M-V def2-TZVPD def2/J DEFGRID3
* xyz 2 1
C 2.85 0.42 -0.23
C 1.71 1.26 -0.40
C 2.63 -0.92 0.14
C -1.07 -0.89 -0.25
C 0.34 -0.62 -0.07
C -1.76 0.31 -0.17
C -1.59 -2.32 -0.10
N 1.42 -1.33 0.20
N -3.04 0.57 -0.47
N -0.73 1.40 -0.16
N 0.49 0.71 -0.23
H 3.92 0.68 -0.44
H 1.68 2.26 -0.92
H 3.44 -1.61 0.55
H 1.56 1.11 1.89
H -2.45 -2.39 0.59
H -0.78 -2.92 0.48
H -1.88 -2.78 -1.08
H -3.60 -0.28 -0.51
H -3.60 1.44 -0.34
H -0.76 2.08 0.66
H -0.77 1.96 -1.09
H 1.99 1.87 1.97
*
```

The LUMO energy is -0.3384 Ha. The HOMO-LUMO gap is 7.7763 eV.

Löwdin population analysis, charges in e, atoms 1 to 5: number 1, C, carries 0.0097; number 2, C, carries -0.0223; number 3, C, carries -0.0448; number 4, C, carries -0.0993; number 5, C, carries -0.1739

---

Entry two
DFT (ωB97M-V/def2-TZVPD) results for an isolated ion of composition C7H12N4 and charge +2.

```
! RIJCOSX wB97M-V def2-TZVPD def2/J DEFGRID3
* xyz 2 1
C -1.47 -1.33 0.60
C -0.29 -1.73 1.11
C -1.93 -0.10 -0.16
C -2.03 1.14 0.22
C 1.33 -0.26 0.16
C 2.67 0.27 -0.03
C -2.54 -0.53 -1.45
N 0.96 -1.25 0.93
N -2.23 2.26 0.73
N 3.15 1.34 0.59
N 3.20 -0.27 -1.11
H -2.39 -1.91 0.68
H -0.42 -2.62 1.57
H -1.82 -1.21 -1.97
H -3.60 -0.99 -1.16
H -2.44 0.30 -2.22
H 1.74 -1.63 1.37
H -1.79 3.08 0.48
H -2.94 2.54 1.36
H 2.63 1.57 1.39
H 3.70 2.03 0.10
H 2.64 -0.97 -1.64
H 3.88 0.27 -1.56
*
```

The LUMO energy is -0.2868 Ha. The HOMO-LUMO gap is 8.8803 eV.

Löwdin population analysis, charges in e, atoms 1 to 5: number 1, C, carries 0.0316; number 2, C, carries -0.0598; number 3, C, carries -0.2337; number 4, C, carries 0.0831; number 5, C, carries 0.0999

---

In terms of stability, entry two leads; the second structure lies 0.774 eV higher.

---

Entry one
DFT (ωB97M-V/def2-TZVPD) results for a 2-piece molecular cluster, C4H11OP overall.

```
! RIJCOSX wB97M-V def2-TZVPD def2/J DEFGRID3
* xyz 0 1
C 3.16 0.43 -0.76
C 2.81 0.34 0.53
C 1.55 -0.22 1.06
H 4.12 0.92 -1.03
H 2.64 0.12 -1.70
H 3.45 0.71 1.26
H 0.84 0.66 1.12
H 1.04 -1.04 0.43
H 1.70 -0.37 2.12
C -2.07 0.59 -0.66
P -2.26 -1.14 0.06
O -3.83 -0.88 0.20
H -1.27 0.95 -1.25
H -2.29 1.29 0.15
H -2.98 0.53 -1.38
H -2.22 -1.77 -1.12
H -4.36 -1.11 1.01
*
```

The LUMO energy is 0.0295 Ha. Its SMILES is C=CC.CPO. The HOMO-LUMO gap is 9.6910 eV.

Löwdin population analysis, charges in e, atoms 1 to 5: number 1, C, carries -0.0284; number 2, C, carries -0.2737; number 3, C, carries -0.1378; number 4, H, carries 0.0511; number 5, H, carries 0.0637

---

Entry two
DFT (ωB97M-V/def2-TZVPD) results for an isolated molecule of C4H11OP.

```
! RIJCOSX wB97M-V def2-TZVPD def2/J DEFGRID3
* xyz 0 1
C 1.49 0.76 0.12
C 0.49 -0.44 0.22
C 1.23 -1.56 -0.45
P -1.18 -0.27 -0.59
C -1.67 1.47 -0.17
O -1.85 -1.12 0.63
H 2.06 0.78 -0.89
H 1.01 1.76 0.11
H 2.36 0.69 0.91
H 0.28 -0.70 1.20
H 0.81 -1.66 -1.46
H 0.93 -2.57 -0.06
H 2.26 -1.42 -0.38
H -2.81 1.53 -0.19
H -1.23 2.32 -0.72
H -1.45 1.73 0.99
H -2.73 -1.32 0.72
*
```

The LUMO energy is 0.0336 Ha. Its SMILES is CC(C)P(C)O. The HOMO-LUMO gap is 9.3874 eV.

Löwdin population analysis, charges in e, atoms 1 to 5: number 1, C, carries -0.1252; number 2, C, carries -0.5640; number 3, C, carries -0.1718; number 4, P, carries 0.8377; number 5, C, carries -0.3282

---

In terms of stability, entry two leads; the second structure lies 1.009 eV higher.